This record from OMol25 describes C2H3NOS as an isolated structure at a distorted geometry. The level of theory is wB97M-V/def2-TZVPD.

Properties
2S+1 ... 1
Kohn-Sham gap (alpha / beta) ... 7.8 / 8.1 eV
HOMO level (alpha / beta) ... -9.9 / -9.9 eV

Geometry (Å):
1 C -2.413 0.458 -0.195
2 C 1.393 -0.109 0.100
3 N -2.786 1.424 0.281
4 O -1.169 -0.888 -0.675
5 S -0.086 -1.155 0.369
6 H 1.632 -0.125 -0.921
7 H 2.260 -0.547 0.538
8 H 1.169 0.942 0.503

natural (NBO) population analysis, charges in e, atoms 1 to 4:
1 C 0.33
2 C -0.82
3 N -0.44
4 O -0.63

***

This record from OMol25 describes a 9-piece molecular cluster, C37H57BN8O overall at a distorted geometry. The level of theory is wB97M-V/def2-TZVPD.

Properties
2S+1 ... 1
Kohn-Sham gap ... 2.8 eV
HOMO level ... -7.1 eV

Geometry (Å):
1 C 23.531 30.093 15.778
2 C 22.089 29.505 15.916
3 C 22.358 27.979 15.892
4 C 21.159 27.050 16.348
5 C 20.846 27.478 17.728
6 C 20.342 28.961 17.915
7 N 21.359 29.787 17.134
8 O 21.622 30.959 17.690
9 C 20.568 29.140 19.518
10 C 18.880 29.265 17.628
11 C 21.215 30.067 14.677
12 H 24.136 29.761 14.979
13 H 24.141 29.912 16.769
14 H 23.562 31.128 15.836
15 H 23.220 27.607 16.517
16 H 22.744 27.548 14.932
17 H 21.715 26.012 16.328
18 H 20.240 27.083 15.725
19 H 21.782 27.288 18.263
20 H 19.920 26.816 17.902
21 H 20.289 30.061 19.905
22 H 21.563 28.960 19.744
23 H 20.039 28.591 20.024
24 H 18.526 28.539 18.377
25 H 18.653 29.264 16.753
26 H 18.602 30.301 17.875
27 H 20.320 29.546 14.556
28 H 21.929 30.045 13.737
29 H 20.888 31.107 14.888
30 B 18.870 33.780 16.736
31 H 19.489 32.755 16.215
32 H 18.301 33.614 17.855
33 H 19.794 34.568 17.247
34 H 18.239 34.496 15.991
35 N 19.208 39.583 17.368
36 C 19.433 38.156 17.274
37 C 18.086 37.494 17.612
38 C 17.150 38.671 17.900
39 C 18.068 39.932 17.656
40 H 19.894 40.372 16.898
41 H 20.242 37.540 16.946
42 H 17.602 36.388 17.506
43 H 16.042 38.821 18.138
44 H 17.797 41.040 17.838
45 N 17.459 38.450 15.388
46 C 16.960 37.315 14.815
47 C 16.615 37.701 13.360
48 C 16.659 39.209 13.340
49 C 17.373 39.624 14.679
50 H 17.711 38.472 16.316
51 H 17.292 36.377 15.047
52 H 16.280 37.068 12.753
53 H 16.417 39.919 12.553
54 H 17.747 40.609 15.136
55 N 19.958 37.551 13.668
56 C 20.127 37.910 12.281
57 C 21.301 36.961 11.809
58 C 21.585 36.109 12.965
59 C 20.687 36.582 14.129
60 H 19.241 38.126 14.167
61 H 19.630 38.828 11.938
62 H 21.625 36.741 10.883
63 H 22.431 35.376 12.936
64 H 20.548 36.179 15.173
65 N 19.090 34.214 12.168
66 C 19.282 33.855 10.881
67 C 18.715 32.398 10.743
68 C 18.180 32.026 12.147
69 C 18.353 33.334 12.854
70 H 19.465 35.018 12.718
71 H 19.670 34.562 10.217
72 H 18.816 31.655 9.797
73 H 17.769 31.202 12.442
74 H 18.068 33.648 13.752
75 N 19.409 33.663 20.451
76 C 18.709 34.128 21.568
77 C 19.516 33.584 22.831
78 C 20.648 32.802 22.366
79 C 20.479 32.781 20.800
80 H 19.135 33.811 19.513
81 H 17.722 34.799 21.459
82 H 19.062 33.684 23.868
83 H 21.294 32.153 22.749
84 H 20.804 32.185 19.950
85 N 16.190 32.150 15.209
86 C 14.912 32.739 15.124
87 C 13.926 31.753 14.478
88 C 14.759 30.700 13.935
89 C 16.176 30.968 14.509
90 H 16.903 32.424 15.677
91 H 14.880 33.592 15.552
92 H 12.858 31.959 14.247
93 H 14.570 29.824 13.243
94 H 17.260 30.572 14.315
95 N 22.406 34.510 15.941
96 C 23.057 34.067 14.778
97 C 24.436 34.820 14.856
98 C 24.529 35.750 16.018
99 C 23.228 35.263 16.816
100 H 21.523 34.319 16.323
101 H 22.520 33.633 14.058
102 H 25.278 34.931 14.107
103 H 25.251 36.552 16.365
104 H 22.649 35.682 17.472

Löwdin population analysis, charges in e, atoms 1 to 4:
1 C -0.02
2 C -0.42
3 C -0.15
4 C -0.20

***

Energy relative to the best compared isomer or geometry (same formula, charge and spin) readings, ordered: 4.5275 7.1530 eV